Record 1
{
  "formula": "C26H22CdN8O2S2Se2",
  "method": "wB97M-V/def2-TZVPD",
  "species": ["Cd", "N", "C", "S", "N", "N", "C", "C", "C", "C", "C", "C", "C", "O", "H", "H", "H", "H", "H", "H", "H", "N", "C", "S", "N", "N", "C", "C", "C", "C", "C", "C", "C", "O", "H", "H", "H", "H", "H", "H", "H", "Se", "Se", "C", "C", "C", "C", "C", "N", "C", "C", "C", "C", "C", "N", "H", "H", "H", "H", "H", "H", "H", "H"],
  "xyz": [[12.767396, 9.659795, 11.928650], [14.241785, 13.422508, 13.936849], [13.435439, 12.502355, 13.229117], [14.067303, 11.893121, 11.730900], [12.227409, 12.356804, 13.680359], [11.491591, 11.336789, 13.108705], [10.258508, 11.369027, 13.492434], [9.236943, 10.429508, 13.075427], [7.988078, 10.719356, 13.606191], [6.913188, 9.871809, 13.438646], [7.115794, 8.701922, 12.652938], [8.362702, 8.330019, 12.218917], [9.529519, 9.155965, 12.386014], [10.683737, 8.742339, 12.045687], [15.219809, 13.131971, 13.824928], [13.975400, 13.384975, 14.931584], [9.944862, 12.201814, 14.096850], [7.852099, 11.633176, 14.207858], [5.914223, 10.012010, 13.913451], [6.280148, 8.056327, 12.467355], [8.523993, 7.491604, 11.593646], [19.034140, 9.182215, 13.062887], [17.713422, 9.373199, 13.284208], [16.621476, 9.150707, 11.814143], [17.180976, 9.652744, 14.429941], [15.812758, 9.659067, 14.409909], [15.311156, 10.015199, 15.534172], [13.935295, 10.076893, 16.013958], [13.707734, 10.665927, 17.281966], [12.437069, 10.709492, 17.762381], [11.400080, 10.113135, 17.015898], [11.642903, 9.433163, 15.876046], [12.915539, 9.474122, 15.288305], [13.128373, 8.855341, 14.197926], [19.245047, 9.206672, 12.039105], [19.649283, 9.691124, 13.677058], [16.032129, 10.345115, 16.276892], [14.568502, 11.050236, 17.873761], [12.160508, 11.146644, 18.717616], [10.388889, 10.171205, 17.347136], [10.866521, 9.048624, 15.194689], [13.636981, 6.881170, 9.174144], [17.990821, 8.642505, 10.156589], [15.764457, 7.672203, 12.354667], [16.376721, 6.524411, 12.783213], [15.532918, 5.481092, 13.136262], [14.183161, 5.590370, 13.053294], [13.663744, 6.801510, 12.543113], [14.485149, 7.807689, 12.198209], [12.519915, 8.335818, 8.746055], [11.960923, 8.419076, 7.448402], [11.121986, 9.478727, 7.114825], [10.865499, 10.465060, 8.060813], [11.425225, 10.350588, 9.313340], [12.231178, 9.318771, 9.630758], [17.436279, 6.347260, 12.744681], [15.998305, 4.617535, 13.577943], [13.421743, 4.802999, 13.291195], [12.596139, 7.053580, 12.441619], [12.070351, 7.570657, 6.767918], [10.663686, 9.497964, 6.142852], [10.160991, 11.264832, 7.890469], [11.321979, 11.143279, 10.051676]],
  "forces_ev_per_a": [[0.178, -0.038, 0.387], [0.298, -0.759, 0.426], [-0.746, 0.566, -0.283], [0.350, -0.277, 0.030], [0.797, -0.233, 0.544], [-0.726, 0.526, 0.304], [0.905, -0.542, -1.502], [1.197, -0.647, 0.110], [-0.993, -0.066, 0.329], [-0.938, -0.842, -0.327], [0.305, 0.699, 0.959], [0.366, 1.256, -0.378], [-0.695, 0.755, 1.194], [-0.370, 0.169, -0.081], [-0.524, 0.301, 0.056], [0.136, 0.101, -0.633], [-0.074, 0.320, 0.454], [0.225, -0.418, -0.318], [0.942, 0.214, -0.481], [-0.362, -0.320, -0.102], [-0.026, -1.019, -0.343], [0.368, 0.222, -0.919], [-1.145, 0.134, 1.277], [0.602, 0.158, -0.164], [1.657, -0.161, -1.214], [-1.210, -0.208, -0.196], [-0.079, 0.462, 0.591], [2.009, 0.559, 0.313], [0.898, -0.100, -0.299], [-0.973, 0.121, 0.697], [0.105, -0.018, 0.395], [-1.075, 0.430, -1.219], [-0.134, -1.314, -0.717], [0.005, 0.282, -0.733], [0.098, -0.117, 0.861], [-0.004, 0.005, 0.017], [0.314, 0.045, 0.325], [-0.663, -0.201, -0.544], [0.316, 0.108, -0.040], [-0.637, 0.110, 0.475], [0.168, -0.034, 0.726], [-0.223, 0.140, -0.170], [-0.320, 0.018, 0.384], [0.436, 0.150, -0.578], [-0.114, -0.587, -0.165], [1.182, -0.242, 0.634], [-2.888, 0.709, -0.611], [0.550, 0.024, 0.137], [-1.707, -0.249, 0.297], [-0.029, 0.044, -0.056], [-0.966, 0.275, -0.246], [0.716, -0.891, 0.524], [-0.501, 0.327, 0.262], [0.779, -0.592, -0.659], [0.236, 0.344, 0.439], [0.288, 0.386, 0.194], [0.013, -0.488, -0.135], [1.175, 0.654, -0.030], [0.535, -0.707, 0.069], [0.278, 0.427, 0.211], [-0.175, 0.100, -0.302], [0.052, 0.182, -0.239], [-0.182, -0.251, 0.066]],
  "lowdin_charge": [1.291, 0.012, -0.954, 0.414, -0.046, -0.087, -0.131, -0.159, -0.114, -0.150, -0.133, -0.042, -0.382, -0.176, 0.050, 0.072, 0.100, 0.102, 0.083, 0.075, 0.087, 0.031, -0.623, 0.622, -0.002, -0.017, -0.100, -0.166, -0.087, -0.147, -0.112, -0.035, -0.445, -0.153, -0.056, 0.086, 0.093, 0.106, 0.077, 0.084, 0.120, 0.423, 0.139, -0.587, -0.062, -0.087, -0.052, -0.182, -0.051, -0.818, -0.160, -0.108, -0.115, -0.186, -0.071, 0.106, 0.097, 0.121, 0.088, 0.075, 0.083, 0.083, 0.078],
  "e_above_lowest_kj_mol": 120.2,
  "homo_lumo_gap_ev": 5.7,
  "total_charge": -2,
  "largest_force_ev_per_a": 3.04
}

---

Record 2
{
  "formula": "C4H7NO",
  "method": "wB97M-V/def2-TZVPD",
  "species": ["C", "C", "C", "C", "N", "O", "H", "H", "H", "H", "H", "H", "H"],
  "xyz": [[1.811165, -0.275314, 0.599914], [-1.862505, 0.250067, -0.774263], [-2.734561, 0.723299, 0.134394], [2.782119, -0.736840, -0.328095], [0.925532, 0.051472, 1.259135], [-2.388095, 0.904398, 1.409156], [-0.885071, -0.099269, -0.352686], [-1.946288, 0.104754, -1.913305], [-3.662550, 1.131751, -0.074248], [3.692214, -0.972419, 0.328052], [3.144737, 0.074743, -0.944289], [2.659903, -1.740296, -0.811126], [-1.536604, 0.583652, 1.467366]],
  "forces_ev_per_a": [[-2.066, -0.049, 0.272], [6.924, -3.462, -5.947], [-5.665, 2.050, 3.659], [3.352, -1.505, 1.040], [0.541, -0.009, -0.018], [-1.856, 1.057, 0.241], [-0.942, 0.186, -0.699], [-0.285, 0.564, 2.257], [-1.549, 0.681, -0.482], [-0.886, 0.389, -0.753], [-0.271, -0.099, -0.591], [-0.709, 1.277, 0.119], [3.412, -1.080, 0.902]],
  "lowdin_charge": [-0.285, -0.007, -0.339, -0.081, 0.155, 0.069, 0.025, 0.085, 0.074, 0.110, 0.080, 0.106, 0.009],
  "s_squared": 2.006,
  "e_above_lowest_kj_mol": 75.3,
  "homo_lumo_gap_ev": [4.9, 10.7],
  "total_charge": 0,
  "largest_force_ev_per_a": 9.76,
  "spin_multiplicity": 3
}